55
Properties=species:S:1:pos:R:3:forces:R:3 method="wB97M-V/def2-TZVPD" homo_energy_ha=-0.2860 homo_lumo_gap_ev=8.484 smiles="CC1CCN(CCc2nc3cc(NC(=O)C(C)C)ccc3n2C)CC1" energy_ev=-29236.2736
C 5.3493 -2.5532 3.7922 -0.099 -0.260 -0.178
H 6.3751 -2.5149 3.4328 0.141 0.048 0.008
C 4.4658 -3.3150 2.8091 -0.044 0.407 0.127
C 4.4708 -2.6548 1.4302 -0.073 -0.393 -0.034
C 3.5563 -3.4257 0.4689 0.116 0.103 -0.048
N 2.2038 -3.6143 0.9431 0.040 -0.047 0.054
C 1.2060 -2.6623 0.5486 -0.016 0.152 0.054
H 0.2305 -3.1018 0.7821 -0.039 0.050 -0.089
C 1.2688 -1.2396 1.1669 -0.024 -0.363 -0.062
C 0.1845 -0.3945 0.6133 0.037 0.149 0.009
N 0.3675 0.4674 -0.3483 0.586 -0.023 -0.137
C -0.8632 1.0098 -0.6078 -0.673 -0.242 0.383
C -1.2453 1.9748 -1.5279 -0.143 -0.079 0.125
C -2.5835 2.3405 -1.5715 0.083 -0.242 0.239
C -3.5244 1.7531 -0.7137 -0.245 0.071 -0.010
C -3.1551 0.7922 0.2045 0.155 -0.135 0.104
C -1.8209 0.4263 0.2526 0.123 0.438 -0.505
N -1.1211 -0.4691 1.0276 0.221 0.119 -0.110
C -1.6992 -1.3007 2.0431 -0.182 -0.236 0.124
H -0.9221 -1.6889 2.6987 -0.031 0.020 -0.012
H -2.4017 -0.7143 2.6383 0.062 -0.044 0.024
H -2.2388 -2.1416 1.5972 0.020 0.019 0.076
H -3.8911 0.3459 0.8559 -0.111 -0.025 0.050
H -4.5519 2.0664 -0.7833 -0.021 0.006 -0.002
N -2.9480 3.3166 -2.5097 0.415 0.090 -0.211
C -4.1591 3.8764 -2.7610 -0.103 0.442 -0.429
O -5.1864 3.6026 -2.1780 -0.230 -0.123 0.193
C -4.1259 4.9168 -3.8826 0.036 0.015 -0.035
C -3.2063 6.0870 -3.5319 -0.214 -0.081 -0.007
H -3.4748 6.5039 -2.5638 0.040 0.084 0.083
H -2.1616 5.7827 -3.4976 0.127 0.012 -0.001
H -3.3027 6.8698 -4.2814 0.039 0.075 -0.056
C -3.7356 4.2747 -5.2145 -0.166 0.078 0.130
H -2.7072 3.9178 -5.2021 0.111 -0.036 -0.045
H -3.8299 5.0023 -6.0179 0.027 0.040 -0.090
H -4.3882 3.4330 -5.4350 -0.013 -0.093 -0.081
H -5.1509 5.2920 -3.9642 0.107 -0.139 0.117
H -2.1743 3.6446 -3.0701 -0.209 0.017 0.039
H -0.5143 2.4207 -2.1852 0.106 0.070 -0.099
H 2.2145 -0.7701 0.9013 -0.048 0.050 0.083
H 1.1887 -1.3001 2.2536 0.087 0.013 0.025
H 1.2678 -2.5512 -0.5380 -0.115 0.030 0.029
C 2.1539 -4.1440 2.2864 -0.034 0.022 0.149
C 3.0224 -3.3945 3.3064 0.077 -0.311 -0.231
H 2.6434 -2.3830 3.4629 -0.019 0.079 0.051
H 2.9810 -3.9194 4.2632 -0.011 0.020 0.082
H 1.1125 -4.1649 2.6162 -0.019 -0.077 -0.021
H 2.5101 -5.1818 2.2369 -0.056 -0.017 0.125
H 3.5177 -2.9238 -0.4995 0.014 -0.072 -0.055
H 3.9859 -4.4250 0.3166 0.098 0.066 -0.073
H 4.1359 -1.6207 1.5256 0.018 0.098 0.019
H 5.4837 -2.6422 1.0231 0.065 0.062 -0.016
H 4.8526 -4.3360 2.7065 -0.018 -0.029 -0.027
H 5.3437 -3.0373 4.7664 0.034 -0.006 0.141
H 4.9915 -1.5326 3.9145 -0.034 0.131 0.026


56
Properties=species:S:1:pos:R:3:forces:R:3 method="wB97M-V/def2-TZVPD" spin_multiplicity=5 homo_energy_ha="-0.6463 / -0.6469" charge=+3 homo_lumo_gap_ev="6.925 / 4.956" energy_ev=-36160.2789
Os -1.2367 -0.8828 0.6811 0.888 0.122 -1.295
N -0.1093 -1.3533 3.7296 0.125 0.114 0.098
C -0.9732 -0.2831 3.6289 -0.193 0.076 0.575
C -1.3905 0.3698 4.7996 0.014 0.003 -0.336
C -2.2906 1.4094 4.7043 0.220 -0.191 -0.127
C -2.7562 1.8034 3.4461 0.147 -0.234 -0.344
C -2.2893 1.1311 2.3430 -0.665 0.966 0.242
N -1.4037 0.1175 2.4223 0.221 -0.324 0.975
C 0.0596 -2.4558 2.9223 0.293 -0.470 0.321
C 0.8170 -3.5229 3.4375 -0.152 0.192 -0.222
C 0.9429 -4.6883 2.7192 -0.140 0.288 -0.046
C 0.2649 -4.8061 1.5046 -0.195 0.432 -0.175
C -0.4320 -3.7209 1.0313 0.170 -1.138 -0.531
N -0.4989 -2.5426 1.6939 -0.544 1.248 0.008
H 0.2914 -1.4714 4.6553 -0.080 0.036 -0.199
H -1.0385 0.0271 5.7611 0.050 -0.028 0.063
H -2.6500 1.9045 5.5931 0.000 0.037 0.121
H -3.4651 2.6077 3.3458 -0.095 0.068 -0.093
H -2.6341 1.3891 1.3383 0.088 0.005 0.194
H 1.2866 -3.4266 4.4037 0.032 0.084 0.129
H 1.5429 -5.5025 3.0924 0.033 -0.110 0.128
H 0.2909 -5.7223 0.9391 -0.051 -0.065 -0.124
H -0.9658 -3.7817 0.0880 0.093 0.127 0.159
N -2.2222 -1.9271 -2.1029 -0.554 -0.240 -0.906
C -1.8706 -1.6311 -1.0491 0.292 -0.526 0.717
C 2.3402 -0.8374 -0.7878 -0.161 -0.038 -0.132
C 1.9736 0.6303 -0.7021 -0.451 0.051 -0.442
C 1.8691 1.0801 0.7415 -0.264 0.128 -0.114
Sb -0.0569 0.9558 -1.5939 0.576 0.012 1.317
C 0.3970 -0.0976 -3.9105 0.220 -0.353 -0.842
C 0.1862 -1.5436 -3.7824 -0.425 -0.288 0.404
C -0.4814 0.6546 -4.8133 -0.331 0.505 0.120
C -0.1681 3.2316 -2.2272 -0.286 -0.016 -0.299
C 1.2149 3.6847 -2.5752 0.306 -0.264 -0.122
C -0.8152 3.9503 -1.0787 -0.234 -0.321 0.279
H 3.2695 -1.0085 -0.2439 0.032 -0.046 0.048
H 2.5015 -1.1614 -1.8144 -0.015 -0.149 0.008
H 1.5553 -1.4573 -0.3240 0.201 -0.044 -0.109
H 2.6843 1.2460 -1.2553 -0.087 0.026 -0.044
H 1.1139 0.4775 1.2709 0.133 0.141 0.094
H 1.6147 2.1344 0.8285 -0.083 0.096 0.168
H 2.8260 0.9299 1.2399 0.088 -0.041 0.056
H 1.4348 0.2291 -3.8610 0.073 0.220 0.314
H -0.8630 -1.8293 -3.8664 0.168 0.047 0.006
H 0.6218 -1.9832 -2.8839 0.071 -0.047 -0.053
H 0.7115 -2.0199 -4.6254 0.218 0.150 -0.117
H -1.5370 0.4383 -4.6505 -0.075 -0.014 0.013
H -0.2794 0.3099 -5.8387 0.172 -0.164 -0.055
H -0.2934 1.7256 -4.8226 -0.003 0.039 -0.030
H -0.8303 3.1901 -3.0935 0.046 -0.213 0.065
H 1.8628 3.7571 -1.7025 0.056 -0.027 0.003
H 1.1360 4.6906 -3.0030 -0.086 0.035 0.044
H 1.6882 3.0730 -3.3452 0.055 0.013 0.035
H -0.2167 3.9079 -0.1680 -0.008 0.029 0.063
H -1.8289 3.5916 -0.8888 0.053 0.073 0.068
H -0.9003 5.0087 -1.3514 0.048 -0.014 -0.075


58
Properties=species:S:1:pos:R:3:forces:R:3 method="wB97M-V/def2-TZVPD" homo_energy_ha=-0.6821 charge=+3 homo_lumo_gap_ev=7.577 energy_ev=-56153.0522
Sn -0.2623 0.0458 0.1261 -1.426 0.609 0.306
C -2.8378 0.3030 -4.0343 0.016 -0.022 -0.165
N -3.1289 0.8806 -2.7137 0.065 -0.010 -0.046
C -4.3885 1.1600 -2.2406 -0.012 0.059 0.007
C -4.2488 1.7530 -1.0326 -0.047 -0.045 -0.011
N -2.8928 1.8461 -0.7892 -0.058 -0.003 0.172
C -2.2190 1.3003 -1.8270 -0.186 -0.157 -0.153
S -0.5026 1.1957 -2.0465 0.724 -0.319 0.217
C -2.3057 2.5361 0.3122 0.005 0.061 -0.024
C -2.8343 3.7302 0.7393 -0.070 0.059 0.006
C -2.1986 4.3945 1.7833 -0.007 -0.042 0.037
C -1.0523 3.8456 2.3346 -0.027 0.040 -0.048
C -0.6038 2.6277 1.8623 -0.003 0.060 0.027
N -1.2297 1.9711 0.8698 0.106 -0.341 0.075
H -3.7108 -0.2444 -4.3762 -0.024 -0.019 0.077
H -1.9820 -0.3629 -3.9671 -0.012 -0.021 0.081
H -2.6171 1.0962 -4.7461 -0.012 0.056 0.045
H -5.2823 0.9251 -2.7945 0.035 -0.030 -0.035
H -4.9914 2.0861 -0.3274 0.035 0.035 0.002
H -3.7092 4.1493 0.2611 0.028 0.013 -0.023
H -2.5956 5.3326 2.1488 0.029 0.023 -0.036
H -0.5042 4.3556 3.1142 -0.023 -0.046 0.043
H 0.2716 2.1470 2.2789 -0.034 0.011 0.007
C 1.6925 0.7405 5.0113 0.066 -0.095 0.128
C 1.4566 -0.6594 4.4149 -0.149 0.186 -0.503
C 2.7570 -1.4761 4.3584 0.039 0.003 0.178
C 0.3428 -1.4058 5.1649 0.070 -0.011 0.116
C 0.9978 -0.4521 3.0328 0.020 -0.146 0.034
C 0.5730 -0.2636 1.9104 0.695 -0.156 -0.347
H 2.0643 0.6313 6.0300 -0.014 0.008 0.005
H 0.7646 1.3131 5.0499 0.002 0.000 0.012
H 2.4389 1.2922 4.4398 0.002 -0.004 0.002
H 3.1287 -1.6139 5.3739 -0.018 0.003 0.012
H 3.5277 -0.9599 3.7875 -0.012 -0.008 -0.016
H 2.5886 -2.4625 3.9260 0.004 0.020 -0.030
H 0.6118 -1.4877 6.2180 0.023 -0.009 -0.009
H 0.2191 -2.4179 4.7750 -0.009 0.016 -0.007
H -0.6064 -0.8725 5.1017 0.004 -0.002 0.015
C -1.6657 -5.7852 2.1926 -0.006 0.028 0.001
C -0.6359 -4.6637 2.1263 -0.136 -0.156 -0.007
N -1.2042 -3.3891 1.6430 -0.046 -0.095 0.064
C -1.4217 -3.0926 0.3790 0.193 0.065 0.173
S -2.1657 -1.5096 0.0326 0.016 0.169 -0.286
N -1.1344 -3.9239 -0.5967 -0.009 0.003 -0.110
C -1.3536 -3.7250 -2.0434 -0.171 -0.017 -0.073
C -2.7583 -4.1258 -2.4649 0.035 -0.022 0.051
H -1.1806 -6.6945 2.5442 0.001 -0.002 -0.010
H -2.1161 -6.0006 1.2221 -0.001 -0.006 0.009
H -2.4644 -5.5405 2.8917 -0.005 0.006 -0.015
H 0.2076 -4.9265 1.4850 0.045 0.063 0.018
H -0.2353 -4.4640 3.1174 0.053 0.050 -0.021
H -1.5916 -2.7613 2.3325 0.084 0.082 -0.038
H -0.8640 -4.8627 -0.3289 0.014 0.007 0.037
H -0.6118 -4.3345 -2.5554 0.068 0.035 0.042
H -1.1528 -2.6817 -2.2797 0.064 0.007 0.030
H -2.9465 -5.1778 -2.2509 -0.014 0.011 0.004
H -2.8719 -3.9861 -3.5395 -0.001 0.003 0.005
H -3.5111 -3.5273 -1.9493 -0.012 -0.007 -0.024


66
Properties=species:S:1:pos:R:3:forces:R:3 method="wB97M-V/def2-TZVPD" homo_energy_ha=-0.4364 charge=+1 homo_lumo_gap_ev=8.431 energy_ev=-62207.4409
C 2.2306 4.1192 1.0158 0.078 -0.460 1.503
C 1.5661 3.9924 0.0432 -0.286 0.018 -1.161
C 0.7614 3.7228 -1.1322 -0.121 -0.120 0.113
C -0.2484 2.6454 -0.7549 -0.049 -0.612 -0.427
C -1.1871 2.1289 -1.8413 0.159 0.872 0.023
N -1.9396 1.1055 -1.0670 -0.112 0.077 0.683
C -0.9579 0.4384 -0.0947 0.236 0.429 0.425
C 0.2782 1.3602 -0.0683 -0.049 0.634 0.051
C 1.6248 0.8017 -0.5219 -0.795 0.341 -0.798
S 1.6779 -0.1287 -2.0544 1.274 -1.496 0.766
O 1.2071 -1.4579 -1.7490 -0.820 0.378 -0.192
O 3.0089 -0.0405 -2.5588 0.125 0.699 -0.461
H 2.5526 3.9920 2.0171 0.629 0.480 0.148
H 0.2115 4.6194 -1.3952 -0.038 0.119 -0.355
H 1.4046 3.4273 -1.9578 0.011 -0.024 -0.253
H -0.9308 3.1158 -0.0414 0.055 0.073 0.199
H -1.8319 2.9541 -2.1197 -0.272 -0.235 -0.306
H -0.7351 1.6979 -2.7240 0.157 -0.226 -0.040
H -2.5488 1.6369 -0.4404 -0.308 0.130 -0.390
H -2.5597 0.4920 -1.5941 0.335 -0.199 -0.139
H -1.4205 0.5546 0.8765 -0.234 -0.533 0.132
H -0.7882 -0.6054 -0.3234 -0.022 -0.073 -0.217
H 0.4651 1.6752 0.9541 -0.006 -0.242 0.239
H 2.3620 1.5901 -0.6240 0.070 0.179 0.079
H 1.9733 0.0881 0.2171 0.207 -0.300 -0.082
H 0.8096 0.4020 -2.9571 0.053 0.272 0.220
C -5.2464 5.3586 -0.1695 -0.240 0.024 0.053
C -4.9063 3.9331 0.2057 -0.186 -0.055 0.167
O -3.7992 3.6440 -0.6782 0.092 -0.029 0.099
C -3.2307 4.8370 -1.0288 0.046 0.446 -0.045
O -2.1943 4.9364 -1.6140 -0.203 -0.187 0.139
O -3.9799 5.8620 -0.6259 -0.040 -0.161 -0.002
H -5.6113 5.9454 0.6677 0.176 0.110 -0.008
H -5.9618 5.4208 -0.9892 0.042 -0.020 -0.035
H -4.5632 3.8423 1.2369 0.056 0.039 -0.022
H -5.7238 3.2376 0.0376 0.104 -0.072 -0.164
C 6.4590 3.2511 -1.7356 0.044 -0.152 -0.090
C 5.3734 3.9970 -2.4833 -0.049 -0.017 -0.158
O 4.7876 4.8056 -1.4539 0.150 -0.251 -0.151
C 5.7184 4.9701 -0.4781 0.024 0.224 0.271
O 5.6064 5.7229 0.4317 -0.049 -0.070 -0.009
O 6.7849 4.1608 -0.6828 -0.158 0.002 -0.122
H 7.3333 3.0401 -2.3452 0.089 0.112 0.103
H 6.0977 2.3190 -1.2958 -0.024 0.017 -0.004
H 5.7697 4.6522 -3.2602 0.043 0.002 0.025
H 4.6303 3.3343 -2.9216 -0.111 0.065 0.101
C 0.0929 -3.7677 -0.1555 0.060 0.017 -0.045
C -0.2320 -5.0369 -0.9120 0.070 -0.013 -0.145
O -0.8719 -5.8345 0.0934 0.019 0.159 0.034
C -1.3775 -5.0053 1.0346 -0.065 -0.104 0.038
O -2.1099 -5.3372 1.9093 0.025 0.013 -0.034
O -0.9361 -3.7367 0.8448 0.011 -0.026 -0.077
H 0.0532 -2.8768 -0.7712 -0.117 -0.098 0.125
H 1.0649 -3.8156 0.3386 -0.014 -0.027 0.019
H -0.9373 -4.8712 -1.7282 -0.029 0.010 0.031
H 0.6478 -5.5407 -1.3015 -0.038 -0.150 0.128
C -1.9270 -8.7291 3.1640 -0.051 0.039 -0.159
C -1.0690 -7.7423 3.9225 0.102 0.198 -0.079
O -1.3326 -8.0888 5.2849 -0.022 -0.102 -0.101
C -1.7470 -9.3815 5.3196 -0.018 -0.051 0.072
O -1.8864 -10.0195 6.3092 0.004 0.016 -0.022
O -1.9808 -9.8409 4.0635 0.043 0.113 0.027
H -1.4973 -9.0274 2.2113 0.018 -0.165 0.066
H -2.9395 -8.3580 2.9975 0.006 0.029 0.038
H -0.0027 -7.8772 3.7259 -0.012 -0.071 0.006
H -1.3413 -6.7102 3.7275 -0.075 0.007 0.171